(1)
A 11-piece molecular cluster, C44H77N11 overall, computed with ωB97M-V with the def2-TZVPD basis set.

ORCA input file:
```
! RIJCOSX wB97M-V def2-TZVPD def2/J DEFGRID3
* xyz 0 1
C -18.62 22.92 -34.50
C -18.98 22.34 -35.88
C -17.76 21.87 -36.72
C -16.61 22.79 -36.83
N -15.74 23.52 -36.90
H -19.20 22.55 -33.66
H -18.74 23.98 -34.70
H -17.58 22.70 -34.27
H -19.37 23.08 -36.59
H -19.66 21.49 -35.85
H -18.14 21.72 -37.74
H -17.41 20.87 -36.48
C -22.10 23.62 -33.86
C -22.18 22.36 -32.96
C -21.87 22.82 -31.52
C -20.46 23.09 -31.25
N -19.36 23.32 -31.03
H -22.05 23.43 -34.93
H -21.31 24.29 -33.53
H -23.00 24.20 -33.65
H -21.49 21.64 -33.40
H -23.18 21.95 -33.00
H -22.20 22.07 -30.79
H -22.42 23.71 -31.19
C -16.36 19.13 -38.05
C -16.65 17.87 -38.89
C -18.12 17.48 -38.98
C -19.07 18.42 -39.60
N -19.87 19.10 -40.08
H -15.31 19.22 -37.80
H -16.85 18.93 -37.09
H -16.75 20.02 -38.53
H -16.01 17.06 -38.56
H -16.30 18.11 -39.90
H -18.43 17.39 -37.93
H -18.36 16.52 -39.42
C -11.87 19.77 -35.45
C -12.99 20.13 -36.43
C -12.70 21.25 -37.44
C -11.96 22.36 -36.87
N -11.33 23.20 -36.43
H -11.58 20.60 -34.82
H -11.03 19.38 -36.02
H -12.23 18.94 -34.84
H -13.80 20.48 -35.78
H -13.38 19.22 -36.89
H -13.66 21.55 -37.87
H -12.14 20.85 -38.29
C -22.00 19.95 -35.80
C -22.54 19.29 -37.06
C -22.30 20.11 -38.34
C -22.91 21.42 -38.35
N -23.33 22.49 -38.43
H -20.90 19.97 -35.77
H -22.40 19.54 -34.87
H -22.17 21.04 -35.74
H -23.63 19.21 -37.02
H -22.08 18.31 -37.22
H -22.67 19.54 -39.20
H -21.24 20.28 -38.54
C -23.92 19.01 -29.35
C -22.61 18.95 -28.56
C -21.63 18.06 -29.33
C -21.29 18.59 -30.64
N -21.09 18.97 -31.71
H -24.57 19.81 -28.99
H -24.54 18.11 -29.31
H -23.76 19.13 -30.43
H -22.86 18.64 -27.55
H -22.26 19.97 -28.45
H -21.99 17.05 -29.56
H -20.71 17.97 -28.74
C -20.19 14.56 -28.82
C -20.91 13.74 -29.90
C -19.98 13.36 -31.08
C -19.09 14.42 -31.51
N -18.38 15.26 -31.85
H -20.05 15.53 -29.31
H -19.31 14.07 -28.40
H -20.89 14.87 -28.04
H -21.73 14.37 -30.26
H -21.44 12.88 -29.49
H -20.65 13.14 -31.92
H -19.45 12.42 -30.89
C -18.68 19.58 -33.67
C -18.88 18.65 -34.84
C -17.87 17.48 -34.91
C -16.45 17.76 -35.00
N -15.33 18.03 -35.03
H -18.42 19.14 -32.71
H -19.60 20.14 -33.45
H -17.93 20.36 -33.82
H -18.90 19.17 -35.80
H -19.84 18.13 -34.73
H -18.23 16.88 -35.76
H -18.02 16.81 -34.06
C -17.47 20.71 -30.41
C -17.02 20.90 -28.96
C -17.83 21.96 -28.16
C -19.28 21.81 -28.13
N -20.43 21.69 -28.10
H -17.12 19.76 -30.81
H -17.04 21.43 -31.11
H -18.56 20.72 -30.44
H -16.01 21.30 -28.90
H -17.10 19.94 -28.45
H -17.55 22.96 -28.50
H -17.51 21.88 -27.12
C -24.10 16.67 -33.48
C -22.66 16.16 -33.63
C -22.39 15.60 -35.03
C -21.02 15.08 -35.10
N -19.92 14.78 -35.20
H -24.87 15.95 -33.19
H -24.45 17.18 -34.38
H -24.07 17.47 -32.73
H -22.43 15.42 -32.87
H -22.04 17.02 -33.36
H -22.51 16.26 -35.89
H -23.12 14.83 -35.31
C -13.36 18.69 -31.93
C -13.06 19.91 -31.05
C -12.36 21.03 -31.82
C -10.96 20.70 -32.15
N -9.86 20.40 -32.34
H -12.44 18.12 -32.09
H -13.62 19.03 -32.94
H -14.25 18.14 -31.64
H -12.46 19.63 -30.19
H -14.03 20.33 -30.80
H -12.30 21.93 -31.21
H -12.95 21.24 -32.71
*
```

**HOMO**: -10.82 eV
**Energy relative to the best compared isomer or geometry (same formula, charge and spin)**: 2.393 eV
**DFT total energy**: -2324.93414 Eh

(2)
A 10-piece molecular cluster, C44H78N10O4 overall, computed with ωB97M-V with the def2-TZVPD basis set.

ORCA input file:
```
! RIJCOSX wB97M-V def2-TZVPD def2/J DEFGRID3
* xyz 0 1
C 0.07 -1.56 -9.02
C 0.47 -0.29 -9.48
C -0.57 0.54 -9.20
N -1.55 -0.20 -8.60
C -1.16 -1.52 -8.46
H 0.66 -2.47 -9.04
H 1.41 -0.07 -9.95
H -0.71 1.60 -9.32
H -2.44 0.21 -8.37
H -1.86 -2.20 -7.99
C -8.00 0.45 -7.08
C -8.21 1.52 -7.97
C -8.93 0.93 -9.02
N -8.91 -0.45 -8.93
C -8.44 -0.73 -7.64
H -7.58 0.50 -6.09
H -7.94 2.54 -7.73
H -9.46 1.39 -9.84
H -9.26 -1.09 -9.63
H -8.48 -1.73 -7.22
C -3.89 6.04 -5.23
C -4.97 6.53 -4.42
C -5.57 7.58 -5.04
N -4.86 7.83 -6.18
C -3.87 6.89 -6.31
H -3.10 5.35 -5.00
H -5.16 6.06 -3.46
H -6.35 8.25 -4.70
H -5.02 8.61 -6.80
H -3.22 6.95 -7.17
C 8.84 5.59 3.63
C 8.19 4.34 3.67
C 6.87 4.45 3.18
N 6.72 5.70 2.77
C 7.86 6.43 3.14
H 9.87 5.71 3.95
H 8.65 3.43 4.01
H 6.07 3.76 2.98
H 5.90 6.13 2.36
H 7.89 7.49 2.92
C 1.17 8.41 2.71
O 1.47 9.51 3.59
C 0.68 9.61 4.79
C 1.28 10.54 5.88
N 0.53 10.31 7.15
C 1.35 10.82 8.26
C 1.34 12.29 8.48
O 0.08 12.60 9.12
C -0.05 13.85 9.69
H 0.15 8.43 2.34
H 1.34 7.44 3.19
H 1.71 8.55 1.77
H 0.72 8.63 5.26
H -0.36 9.82 4.50
H 1.22 11.57 5.52
H 2.28 10.12 5.95
H -0.31 10.87 7.04
H 2.39 10.53 8.11
H 1.01 10.34 9.18
H 1.36 12.81 7.52
H 2.17 12.65 9.08
H 0.58 13.89 10.58
H -1.10 14.05 9.91
H 0.31 14.61 9.00
C 7.99 -3.53 -5.70
O 7.99 -2.50 -4.78
C 6.68 -1.98 -4.38
C 6.75 -1.49 -2.93
N 7.05 -2.66 -2.02
C 7.47 -2.30 -0.67
C 8.09 -3.46 0.15
O 9.06 -4.20 -0.56
C 9.44 -5.41 0.09
H 8.64 -3.37 -6.56
H 7.04 -3.64 -6.22
H 8.25 -4.52 -5.33
H 5.92 -2.76 -4.37
H 6.26 -1.24 -5.05
H 5.83 -0.95 -2.68
H 7.61 -0.84 -2.76
H 7.71 -3.25 -2.50
H 6.64 -1.88 -0.09
H 8.22 -1.51 -0.63
H 7.35 -4.07 0.67
H 8.64 -2.91 0.91
H 10.41 -5.86 -0.14
H 8.63 -6.10 -0.15
H 9.53 -5.19 1.15
C -3.23 -8.26 7.38
C -4.23 -7.86 8.48
C -3.84 -6.56 9.22
C -4.11 -5.36 8.41
N -4.36 -4.46 7.72
H -3.51 -9.18 6.87
H -2.21 -8.45 7.74
H -3.09 -7.46 6.65
H -4.26 -8.66 9.22
H -5.25 -7.78 8.11
H -2.79 -6.62 9.49
H -4.37 -6.44 10.17
C -8.62 -7.04 1.67
C -9.41 -8.37 1.89
C -10.86 -8.18 1.53
C -11.67 -9.45 1.79
N -12.32 -10.44 1.98
H -8.43 -6.87 0.62
H -7.60 -7.17 2.05
H -9.10 -6.16 2.08
H -9.29 -8.72 2.92
H -8.96 -9.22 1.37
H -10.98 -7.91 0.48
H -11.21 -7.33 2.12
C -2.03 -0.85 -1.02
C -2.46 -2.10 -0.20
C -2.51 -1.81 1.32
C -1.39 -0.97 1.75
N -0.49 -0.29 2.06
H -1.01 -0.54 -0.79
H -2.62 0.01 -0.71
H -2.07 -1.05 -2.09
H -1.76 -2.94 -0.27
H -3.42 -2.54 -0.46
H -2.43 -2.77 1.83
H -3.45 -1.35 1.63
C 3.44 -9.98 -2.11
C 2.67 -8.70 -2.46
C 3.60 -7.78 -3.32
C 3.99 -8.32 -4.64
N 4.37 -8.80 -5.59
H 3.67 -10.69 -2.91
H 2.99 -10.52 -1.28
H 4.42 -9.66 -1.75
H 2.41 -8.14 -1.56
H 1.71 -8.97 -2.89
H 4.52 -7.60 -2.76
H 3.04 -6.87 -3.54
*
```

**HOMO**: -7.96 eV
**DFT total energy**: -2571.56212 Eh

(3)
A 11-piece molecular cluster, C44H79F9O22 overall, computed with ωB97M-V with the def2-TZVPD basis set.

ORCA input file:
```
! RIJCOSX wB97M-V def2-TZVPD def2/J DEFGRID3
* xyz 0 1
C 3.91 -3.69 -6.09
C 3.00 -4.88 -5.94
O 3.36 -5.81 -4.90
C 3.01 -7.11 -4.86
O 2.36 -7.69 -5.78
C 3.58 -7.87 -3.62
F 2.83 -8.96 -3.29
F 4.87 -8.18 -3.85
F 3.43 -7.00 -2.58
H 3.78 -3.07 -5.20
H 3.63 -3.13 -6.98
H 4.95 -3.98 -6.23
H 3.05 -5.47 -6.85
H 1.94 -4.64 -5.92
C -0.41 -3.58 -0.23
C 0.25 -2.29 0.12
O 0.80 -2.29 1.44
C 2.11 -2.55 1.64
O 2.96 -2.88 0.80
C 2.46 -2.45 3.13
F 1.35 -2.11 3.80
F 3.00 -3.60 3.48
F 3.34 -1.50 3.33
H -1.23 -3.62 0.49
H 0.18 -4.49 -0.09
H -0.74 -3.65 -1.27
H -0.46 -1.46 0.09
H 0.93 -1.98 -0.67
C -5.62 -8.57 -1.37
C -6.26 -8.91 -2.75
O -6.04 -7.79 -3.64
C -6.34 -7.94 -5.02
O -6.97 -8.88 -5.50
C -5.84 -6.82 -5.97
F -5.00 -6.02 -5.31
F -5.05 -7.48 -6.84
F -6.88 -6.15 -6.59
H -5.63 -9.50 -0.80
H -6.25 -7.82 -0.89
H -4.59 -8.22 -1.42
H -7.33 -9.05 -2.65
H -5.82 -9.84 -3.10
O 9.33 0.40 0.28
C 9.60 -0.78 -0.08
C 9.99 -1.24 -1.51
C 9.72 -2.72 -1.43
C 9.85 -3.16 0.05
O 9.54 -1.88 0.70
H 9.44 -0.68 -2.26
H 11.06 -1.13 -1.72
H 8.64 -2.75 -1.60
H 10.24 -3.39 -2.12
H 9.07 -3.91 0.19
H 10.82 -3.51 0.39
O -2.23 4.85 11.94
C -1.12 4.36 11.74
C -0.04 4.35 12.75
C 0.81 3.19 12.23
C 0.51 3.16 10.77
O -0.80 3.69 10.59
H 0.53 5.27 12.65
H -0.49 4.26 13.74
H 1.84 3.50 12.46
H 0.52 2.26 12.72
H 1.27 3.69 10.20
H 0.61 2.10 10.51
O -5.71 4.03 0.22
C -5.32 4.84 -0.60
C -4.50 4.67 -1.88
C -3.85 6.05 -2.04
C -4.83 7.01 -1.35
O -5.51 6.18 -0.40
H -3.69 3.97 -1.69
H -5.08 4.33 -2.73
H -2.85 6.06 -1.60
H -3.66 6.31 -3.09
H -4.20 7.80 -0.93
H -5.46 7.47 -2.11
O -5.54 -5.53 6.33
C -5.34 -4.38 6.71
C -5.06 -3.92 8.13
C -5.11 -2.40 7.98
C -5.04 -2.08 6.46
O -5.13 -3.39 5.83
H -5.74 -4.43 8.80
H -4.04 -4.29 8.27
H -5.98 -1.94 8.46
H -4.21 -1.97 8.42
H -5.93 -1.54 6.13
H -4.12 -1.59 6.13
C -0.75 1.73 -8.44
O -0.21 1.18 -9.62
C -1.04 1.28 -10.85
C -0.44 0.51 -12.02
O -0.20 -0.86 -11.67
C -1.33 -1.76 -11.66
H -0.78 2.81 -8.57
H -0.10 1.38 -7.63
H -1.74 1.32 -8.25
H -1.21 2.32 -11.14
H -2.05 0.97 -10.58
H 0.52 0.91 -12.34
H -1.17 0.52 -12.83
H -1.61 -2.12 -12.65
H -2.22 -1.20 -11.38
H -1.25 -2.63 -11.01
C 8.85 5.83 10.62
O 8.45 4.54 10.13
C 9.21 3.95 9.06
C 9.51 4.89 7.87
O 10.58 5.75 8.28
C 10.87 6.87 7.48
H 8.60 6.63 9.93
H 9.88 5.97 10.95
H 8.16 6.10 11.42
H 8.54 3.15 8.76
H 10.19 3.60 9.40
H 8.58 5.43 7.70
H 9.71 4.30 6.98
H 10.82 6.68 6.40
H 11.85 7.28 7.69
H 10.10 7.63 7.64
C 0.85 4.20 1.75
O 1.54 4.05 0.52
C 2.79 4.67 0.47
C 3.45 4.54 -0.88
O 2.83 5.33 -1.90
C 3.45 5.38 -3.20
H 1.43 3.83 2.60
H -0.02 3.54 1.73
H 0.55 5.23 1.97
H 3.44 4.23 1.23
H 2.84 5.70 0.83
H 3.48 3.50 -1.22
H 4.49 4.83 -0.84
H 3.43 4.49 -3.83
H 4.43 5.84 -3.20
H 2.93 6.09 -3.84
C -10.72 3.26 -3.65
O -9.96 2.08 -4.06
C -10.76 0.88 -3.94
C -9.94 -0.34 -4.49
O -8.82 -0.76 -3.75
C -8.97 -1.15 -2.39
H -10.03 4.10 -3.77
H -10.96 3.14 -2.59
H -11.60 3.51 -4.25
H -11.53 1.02 -4.70
H -11.19 0.75 -2.95
H -9.57 -0.18 -5.50
H -10.63 -1.18 -4.62
H -9.65 -1.99 -2.32
H -9.28 -0.39 -1.67
H -8.03 -1.47 -1.96
*
```

**HOMO**: -9.67 eV
**Energy relative to the best compared isomer or geometry (same formula, charge and spin)**: 10.009 eV
**DFT total energy**: -4277.72749 Eh